{
  "formula": "C29H57NO9",
  "method": "wB97M-V/def2-TZVPD",
  "lumo_energy_ha": 0.022,
  "total_charge": 0,
  "homo_ev": -9.28,
  "elements": ["C", "C", "C", "C", "C", "C", "C", "O", "C", "C", "O", "C", "O", "C", "N", "H", "H", "H", "H", "H", "H", "H", "H", "H", "H", "H", "H", "H", "H", "H", "H", "H", "H", "H", "H", "H", "C", "C", "C", "O", "H", "H", "H", "H", "H", "H", "C", "C", "C", "O", "H", "H", "H", "H", "H", "H", "C", "C", "C", "O", "H", "H", "H", "H", "H", "H", "C", "C", "C", "O", "H", "H", "H", "H", "H", "H", "C", "C", "C", "O", "H", "H", "H", "H", "H", "H", "C", "C", "C", "O", "H", "H", "H", "H", "H", "H"],
  "coordinates": [[-6.5714, 4.5159, 1.9429], [-5.8361, 3.9580, 3.1638], [-4.5141, 4.6827, 3.4227], [-3.7707, 4.1480, 4.6567], [-2.8109, 2.9794, 4.3336], [-2.9786, 1.8033, 5.2937], [-1.9491, 0.7007, 5.1507], [-0.6229, 1.2234, 5.1722], [0.3487, 0.2748, 4.8179], [1.3672, 0.8116, 3.8268], [1.8777, 2.0493, 4.1634], [1.1581, 3.1972, 3.7139], [0.8842, 0.8313, 2.4393], [-0.3909, 0.8010, 2.2468], [-1.5021, 0.7788, 1.9626], [-7.4296, 3.8990, 1.6718], [-5.8974, 4.5758, 1.0843], [-6.9276, 5.5284, 2.1514], [-5.6422, 2.8886, 3.0240], [-6.4704, 4.0737, 4.0486], [-4.7222, 5.7516, 3.5425], [-3.8743, 4.5692, 2.5406], [-4.5020, 3.8089, 5.3983], [-3.2111, 4.9665, 5.1162], [-1.7805, 3.3337, 4.3881], [-2.9878, 2.6431, 3.3071], [-3.0130, 2.1727, 6.3244], [-3.9494, 1.3288, 5.1068], [-2.0713, -0.0067, 5.9820], [-2.1299, 0.1440, 4.2256], [0.9377, -0.0017, 5.7027], [-0.1112, -0.6439, 4.4327], [2.2165, 0.1254, 3.8019], [0.1137, 3.1617, 4.0259], [1.2271, 3.3059, 2.6294], [1.6409, 4.0521, 4.1837], [1.6167, -1.1047, -0.1712], [1.9590, -2.4542, -0.7555], [0.8093, -3.2810, -1.2649], [3.1061, -2.8373, -0.8215], [2.5296, -0.6044, 0.1462], [1.1094, -0.4942, -0.9195], [0.9521, -1.2159, 0.6862], [0.2808, -2.7399, -2.0504], [0.1047, -3.4825, -0.4548], [1.1758, -4.2158, -1.6784], [2.3174, -4.6532, -6.3657], [2.2908, -4.1963, -4.9287], [3.6016, -4.2123, -4.1841], [1.2634, -3.8342, -4.3990], [1.3188, -4.5887, -6.7914], [3.0023, -4.0274, -6.9419], [2.6779, -5.6824, -6.4111], [4.3214, -3.5659, -4.6918], [4.0029, -5.2268, -4.1661], [3.4546, -3.8570, -3.1656], [5.1004, -8.2767, -7.2064], [5.0596, -7.7995, -5.7758], [6.3690, -7.7862, -5.0271], [4.0276, -7.4425, -5.2549], [4.1030, -8.2413, -7.6376], [5.7756, -7.6483, -7.7902], [5.4805, -9.2988, -7.2481], [7.0854, -7.1420, -5.5401], [6.7913, -8.7921, -4.9960], [6.2127, -7.4249, -4.0137], [1.8288, 1.8787, -2.7424], [3.1712, 2.1221, -3.3816], [4.3478, 1.4160, -2.7529], [3.3009, 2.8504, -4.3392], [1.0604, 2.4324, -3.2777], [1.5916, 0.8134, -2.7713], [1.8496, 2.2059, -1.7022], [4.1912, 0.3355, -2.7721], [4.4434, 1.7166, -1.7079], [5.2594, 1.6646, -3.2909], [1.3079, 5.6616, -2.8153], [0.6714, 5.2108, -1.5243], [-0.6906, 5.7764, -1.2035], [1.2207, 4.4272, -0.7839], [2.2748, 5.1820, -2.9466], [0.6641, 5.4050, -3.6588], [1.4304, 6.7463, -2.8105], [-1.3960, 5.5205, -1.9961], [-0.6386, 6.8652, -1.1453], [-1.0441, 5.3752, -0.2568], [-4.3414, -3.1342, 2.6004], [-4.5963, -1.8985, 3.4280], [-5.5746, -0.8970, 2.8644], [-4.0370, -1.7131, 4.4837], [-3.6210, -3.7737, 3.1044], [-5.2735, -3.6813, 2.4474], [-3.9578, -2.8506, 1.6187], [-6.5496, -1.3658, 2.7189], [-5.2253, -0.5432, 1.8927], [-5.6723, -0.0542, 3.5449]],
  "forces_ev_per_angstrom": [[0.14, 0.00, 0.18], [0.08, 0.17, -0.19], [-0.13, -0.09, 0.17], [0.12, -0.09, -0.21], [-0.23, 0.08, 0.09], [-0.06, 0.09, -0.03], [-0.40, -0.32, 0.29], [-0.01, 0.09, -0.40], [-0.01, -0.07, 0.30], [0.21, 0.20, 0.37], [0.12, -0.16, -0.24], [-0.17, 0.22, 0.10], [-0.34, -0.13, 0.06], [1.03, 0.22, -0.09], [-0.75, -0.13, -0.20], [0.01, 0.05, -0.02], [-0.08, -0.06, -0.01], [-0.01, -0.05, -0.07], [-0.03, 0.02, 0.08], [0.02, -0.16, -0.02], [0.02, -0.04, -0.05], [0.01, 0.14, 0.03], [-0.02, 0.12, -0.01], [-0.01, -0.08, 0.07], [-0.10, -0.02, -0.10], [0.12, -0.06, 0.06], [0.15, -0.02, -0.04], [0.03, 0.03, 0.11], [0.03, 0.00, -0.08], [0.12, 0.14, 0.06], [-0.06, 0.00, -0.03], [0.08, 0.03, -0.07], [-0.07, 0.01, -0.11], [0.15, -0.03, -0.06], [0.01, -0.05, 0.04], [0.01, -0.08, -0.01], [0.24, -0.01, 0.02], [-0.02, 0.02, -0.05], [0.05, -0.12, 0.04], [-0.02, 0.01, -0.01], [-0.02, 0.02, 0.00], [-0.11, -0.01, 0.07], [-0.09, -0.01, -0.06], [-0.03, 0.01, 0.02], [-0.02, 0.07, 0.00], [-0.01, 0.00, 0.00], [-0.08, 0.00, 0.00], [0.01, 0.01, 0.03], [-0.09, 0.10, 0.13], [0.00, 0.01, -0.05], [0.01, 0.00, 0.00], [0.04, -0.03, 0.00], [0.04, 0.02, 0.00], [0.03, -0.06, -0.04], [0.01, 0.00, -0.07], [0.02, -0.01, -0.01], [-0.09, 0.02, 0.01], [0.01, -0.01, 0.01], [-0.06, 0.03, 0.07], [0.02, -0.01, -0.04], [0.01, 0.00, 0.00], [0.03, -0.03, 0.00], [0.04, 0.01, -0.01], [0.02, -0.03, -0.02], [0.03, 0.01, -0.03], [0.00, 0.00, -0.01], [-0.06, 0.03, -0.11], [0.02, 0.01, 0.03], [0.04, 0.03, -0.09], [0.00, 0.01, 0.03], [0.00, 0.00, 0.00], [0.03, -0.01, 0.03], [-0.01, -0.05, 0.02], [-0.01, 0.00, 0.05], [-0.02, -0.03, 0.02], [-0.01, 0.00, 0.00], [0.07, -0.07, 0.05], [0.00, -0.01, -0.05], [0.02, -0.05, 0.08], [0.01, 0.01, 0.06], [-0.01, 0.00, -0.01], [-0.02, 0.04, -0.01], [-0.04, 0.01, -0.02], [0.00, 0.04, -0.02], [-0.02, 0.01, -0.04], [0.00, 0.00, -0.01], [0.05, -0.02, 0.08], [0.03, 0.08, -0.06], [0.02, 0.03, 0.08], [0.01, -0.01, 0.03], [-0.01, 0.00, 0.00], [-0.01, 0.02, -0.04], [-0.04, 0.01, -0.02], [0.00, -0.01, -0.04], [-0.01, -0.02, -0.02], [0.00, 0.00, -0.01]]
}